No. 1
Formula: C24H54N2O6S3
Source: the OMol25 dataset
Level of theory: ωB97M-V/def2-TZVPD

XYZ file:
```
89
Properties=species:S:1:pos:R:3:forces:R:3
O 0.26775 -16.65374 0.17465 -0.2 0.4 0.8
S 0.84677 -16.33650 1.47380 1.0 -2.5 -0.2
O 0.90400 -14.96187 1.93866 -0.3 -1.1 0.0
C 0.23081 -17.66520 2.77004 0.7 1.0 -0.6
C 1.10483 -18.88979 2.49721 -1.2 0.4 -1.5
C 2.51537 -18.34286 2.39484 0.6 0.2 1.5
C 2.56720 -17.12163 1.45085 -0.2 0.6 0.1
H -0.84913 -17.80760 2.73071 0.1 0.2 -0.1
H 0.59167 -17.24319 3.70801 -0.5 0.2 0.2
H 0.82913 -19.76923 3.07917 0.7 0.4 1.2
H 0.82171 -19.35108 1.55107 0.0 0.5 -0.7
H 3.24181 -19.15545 2.40377 0.2 0.1 -1.4
H 2.83636 -17.90965 3.34214 -0.6 0.1 0.6
H 2.91592 -17.27176 0.42911 -0.6 -0.3 -0.1
H 3.18185 -16.30378 1.82694 0.2 -0.2 0.3
O -5.56532 -20.23470 -1.19133 1.6 -0.5 0.4
S -4.18842 -20.64820 -0.91624 1.1 1.0 1.2
O -3.58369 -21.76670 -1.57790 -0.3 -0.5 -0.4
C -3.05925 -19.17417 -1.09094 -1.0 -0.5 0.0
C -3.05191 -18.52684 0.27868 0.9 0.1 1.1
C -2.84135 -19.63837 1.35787 -2.4 -1.0 -1.2
C -3.91234 -20.76725 0.92509 0.5 1.0 0.6
H -3.54760 -18.67726 -1.92922 0.1 0.6 0.3
H -2.02714 -19.39236 -1.36525 -0.3 -0.8 -0.1
H -2.16574 -17.91078 0.43115 -0.2 0.6 -0.6
H -3.94268 -17.93526 0.48999 0.0 -0.1 0.0
H -3.10076 -19.33266 2.37145 -0.2 0.3 -0.1
H -1.81269 -19.99049 1.43504 0.0 -0.3 -0.6
H -4.90077 -20.50026 1.29901 0.1 0.1 0.2
H -3.63645 -21.72828 1.35916 -0.1 -0.2 -0.8
O 0.78318 -12.36217 -3.45664 0.3 0.2 -1.2
S 0.38208 -11.33282 -2.54123 -1.6 0.2 1.9
O -0.56752 -10.25149 -2.90552 2.1 -1.7 0.5
C -0.26099 -12.32017 -1.07689 0.6 0.4 -0.9
C 0.87674 -12.23700 -0.00217 -1.1 -0.3 0.0
C 1.56433 -10.88320 -0.14737 -1.4 1.3 -1.3
C 1.89579 -10.71004 -1.66589 -0.4 -0.2 0.3
H -0.53343 -13.29899 -1.47161 0.9 -0.2 -0.1
H -1.25520 -12.00081 -0.76438 0.4 0.9 0.3
H 0.24737 -12.23746 0.88778 0.8 -0.3 0.6
H 1.58364 -13.06665 -0.01024 -0.3 -0.1 -0.1
H 2.35167 -10.53641 0.52190 0.3 -0.8 -0.1
H 0.73535 -10.22249 0.10629 0.0 0.7 -0.2
H 2.74846 -11.34971 -1.89363 -0.3 -0.3 -0.3
H 2.13070 -9.74389 -2.11251 -0.3 0.3 0.6
C -0.97359 -17.63682 -3.30932 1.5 -2.0 -0.1
C 0.08448 -16.54879 -3.59143 -2.5 0.4 1.0
N 1.42352 -16.89787 -4.09661 -1.9 0.6 1.4
C 2.18138 -15.62058 -4.17538 0.5 0.2 0.9
C 3.33929 -15.62912 -3.12922 0.4 0.1 -1.1
C 1.28075 -17.78166 -5.23363 3.6 -0.4 -0.5
C 2.73080 -18.15372 -5.80637 -0.7 1.2 -0.6
H -1.38336 -18.13682 -4.18692 0.1 0.0 -0.1
H -1.79821 -17.51442 -2.60710 0.1 1.4 -0.3
H -0.39183 -18.37107 -2.75206 0.1 -0.7 -0.1
H -0.48109 -15.85481 -4.21321 0.5 0.6 -0.7
H 0.04654 -16.09358 -2.60177 1.2 0.5 0.0
H 2.42864 -15.32217 -5.19415 0.7 -0.5 -0.1
H 1.66556 -14.71253 -3.86318 -1.3 -0.5 0.0
H 4.25821 -15.90901 -3.64433 0.2 -0.7 0.5
H 3.59185 -14.65979 -2.69946 -0.4 0.4 -0.2
H 3.06713 -16.24759 -2.27393 0.2 -0.4 -0.3
H 0.69797 -17.30340 -6.02086 -0.2 -0.3 -0.4
H 0.95362 -18.78697 -4.96819 -0.9 0.5 0.4
H 2.61616 -18.84328 -6.64271 0.0 0.0 0.0
H 3.52480 -18.53131 -5.16208 -0.7 -0.3 0.7
H 3.20467 -17.25118 -6.19235 -0.1 0.1 -0.4
C 6.77006 -17.94780 1.51098 -0.1 0.5 0.8
C 6.91358 -16.89267 2.64898 -0.4 1.3 -0.5
N 6.79381 -15.46439 2.16047 -2.3 -2.2 -0.1
C 6.61719 -14.53507 3.23816 -0.2 -1.4 0.7
C 5.27881 -14.69611 3.96444 -1.0 0.1 -0.2
C 7.70458 -15.04922 1.18798 2.4 0.1 -0.4
C 9.15750 -14.92787 1.77628 -0.4 0.0 -0.9
H 6.06807 -17.51075 0.80083 0.1 -0.2 -0.3
H 6.35857 -18.89146 1.86914 -0.2 0.1 0.3
H 7.69380 -18.26570 1.02752 0.1 0.6 -0.1
H 6.10871 -16.96599 3.38035 -0.2 -0.4 -0.3
H 7.80046 -16.98647 3.27567 0.6 -0.3 -0.2
H 7.37294 -14.92434 3.92038 0.5 1.4 0.9
H 6.79154 -13.53136 2.85051 0.1 0.0 0.4
H 5.24999 -15.49536 4.70501 0.5 0.2 0.3
H 4.90308 -13.77978 4.41971 0.4 0.1 0.3
H 4.45005 -14.98050 3.31606 0.2 0.1 -0.6
H 7.36498 -14.10621 0.75959 0.0 0.0 -0.2
H 7.75930 -15.84210 0.44205 -0.2 0.3 -0.5
H 9.17645 -14.23241 2.61538 0.1 -0.5 0.3
H 9.93369 -14.57906 1.09512 -0.3 0.2 -0.4
H 9.44851 -15.96111 1.96554 0.2 0.2 0.8
```
Positions in Å, forces in eV/Å.

Summary:
SMILES = O=S1(=O)CCCC1.O=S1(=O)CCCC1.O=S1(=O)CCCC1.CCN(CC)CC.CCN(CC)CC
Net charge = 0
Electronic energy = -2702.133916 a.u.
F_max = 0.0713 hartree/bohr
Molar mass = 562.9 Da
Frontier orbital gap = 8.401 eV

Results of the Löwdin charge analysis, in e, for atoms 1 through 8:
1 O -0.360
2 S 0.731
3 O -0.338
4 C -0.166
5 C -0.244
6 C -0.223
7 C -0.180
8 H 0.082

***

No. 2
Formula: C24H54N2O8Sr
Source: the OMol25 dataset
Level of theory: ωB97M-V/def2-TZVPD

XYZ file:
```
89
Properties=species:S:1:pos:R:3:forces:R:3
Sr -2.01261 0.56428 0.16163 0.2 -0.2 -0.1
C 4.09594 1.28405 1.39964 -0.7 -0.7 0.3
C 3.99567 0.37088 2.73437 1.5 0.8 -0.8
C 5.40411 0.34054 3.43861 -0.7 1.1 1.3
C 5.82758 1.67926 4.16231 -1.2 -2.0 -2.5
C 4.61080 2.09955 5.00955 1.5 1.1 0.4
C 3.11238 2.05490 4.57468 0.6 -1.0 -1.6
N 2.94930 0.86301 3.69354 -1.9 -1.5 -0.6
O 1.62080 0.51968 3.36241 2.4 0.8 0.4
C 2.74178 3.34370 3.80492 0.5 0.3 0.5
C 2.34360 1.90818 5.89068 0.0 -0.3 0.1
C 3.77994 -1.12449 2.31543 -1.8 1.0 -0.3
H 4.50490 0.72290 0.55943 0.3 -0.3 0.1
H 4.63755 2.22955 1.42808 0.4 -0.1 0.7
H 3.10968 1.58313 1.04474 -0.4 -0.2 0.3
H 6.22263 -0.03161 2.82247 -0.3 0.0 -0.4
H 5.29941 -0.34615 4.27861 -0.1 -0.5 -0.1
H 6.19069 2.31956 3.35841 -0.3 0.7 0.3
H 6.69823 1.35243 4.73088 -0.1 0.6 0.5
H 4.76313 3.14989 5.25792 0.1 0.1 0.5
H 4.85157 1.52017 5.90088 -1.0 0.0 0.4
H 3.22414 4.21893 4.24010 0.2 0.0 0.4
H 1.68211 3.58987 3.87266 -0.1 -0.5 -0.6
H 3.16140 3.29339 2.80019 -0.6 0.0 -0.1
H 2.57055 0.90619 6.25484 0.3 0.2 0.5
H 1.25929 1.96695 5.98502 -0.1 0.2 -1.1
H 2.72040 2.72322 6.50861 0.2 -0.3 0.5
H 3.47186 -1.70173 3.18721 0.5 -0.2 0.0
H 4.55373 -1.56811 1.68890 0.6 0.2 0.7
H 2.92654 -1.20163 1.64174 -0.4 0.3 0.1
C -1.00668 -5.55562 -4.33670 -0.9 -0.9 -0.9
C -0.05002 -4.83967 -3.43998 1.7 -0.2 0.4
C 1.36795 -5.59484 -3.57135 -1.2 0.8 -1.5
C 2.02285 -5.25152 -4.88888 0.3 2.3 -0.5
C 2.14104 -3.70143 -5.08162 -1.1 -0.2 0.5
C 0.71322 -2.91567 -5.18385 0.9 -2.4 0.8
N -0.02910 -3.36902 -3.86990 -0.1 2.3 0.1
O -1.14756 -2.53383 -3.55177 2.0 -2.3 -0.6
C -0.03168 -3.36317 -6.48455 -0.3 0.1 -0.6
C 1.04215 -1.40924 -5.26460 -0.2 -0.7 0.2
C -0.49237 -5.05860 -1.96089 -0.9 2.0 -1.0
H -1.10979 -6.59812 -4.03562 -0.2 -0.1 0.2
H -0.70900 -5.58419 -5.38487 0.3 0.1 0.1
H -1.99595 -5.09854 -4.35969 0.0 0.2 0.4
H 1.15435 -6.66049 -3.65403 -0.2 -0.1 0.6
H 2.11073 -5.44226 -2.78836 -0.5 0.3 0.4
H 1.46388 -5.53898 -5.77939 0.1 -0.9 0.2
H 3.05296 -5.60762 -4.87557 -0.1 -0.4 -0.4
H 2.79014 -3.50608 -5.93522 -0.3 0.2 -0.3
H 2.70070 -3.34658 -4.21619 -0.2 0.5 0.2
H -0.04684 -2.65044 -7.30910 0.3 0.8 0.3
H -1.09517 -3.57673 -6.37738 0.1 0.0 0.6
H 0.39050 -4.20461 -7.03394 0.3 -0.5 0.6
H 1.47371 -1.09490 -4.31431 -0.3 0.3 0.0
H 0.21138 -0.79841 -5.61792 -0.3 -0.1 0.6
H 1.79148 -1.26672 -6.04324 0.3 -0.3 0.0
H -1.48629 -4.61308 -2.00251 -0.4 -0.3 0.6
H 0.03534 -4.40738 -1.26408 0.4 -0.2 -0.1
H -0.53113 -6.08743 -1.60298 0.2 0.0 -0.4
C -5.81476 -1.83424 1.47699 -0.9 -0.1 0.9
C -6.37967 -1.38242 0.17224 -1.0 1.2 -1.1
O -5.75119 -0.16181 -0.38999 0.7 -1.2 0.9
O -4.48733 -2.17654 1.42582 2.4 0.6 -0.4
H -6.24375 -2.73222 1.92161 -1.4 0.1 -0.7
H -6.10239 -1.03334 2.15810 0.8 0.4 0.5
H -7.37731 -1.02449 0.42659 -0.4 -0.6 -0.1
H -6.43814 -2.16400 -0.58528 0.2 0.1 -0.1
H -6.41929 0.40247 -0.78600 -0.2 -0.2 0.1
H -4.28385 -2.83896 2.09021 0.0 0.1 0.0
C -1.91539 5.55419 -1.58661 2.0 -0.5 -2.2
C -1.44191 4.78344 -2.89560 -1.7 -0.8 1.5
O -2.09679 3.50737 -2.87566 -1.0 -0.7 -0.1
O -1.72228 4.70710 -0.47920 -0.6 0.2 0.2
H -2.93652 5.92922 -1.65562 -0.1 -0.3 -0.3
H -1.23706 6.40067 -1.47961 -0.1 0.4 -0.1
H -0.42593 4.38976 -2.92545 0.7 1.7 0.1
H -1.87406 5.21139 -3.80015 0.9 1.0 0.1
H -2.15665 3.31910 -3.81511 -0.3 -0.7 0.1
H -2.17040 5.23597 0.18495 0.1 -0.5 0.9
C -5.11192 3.99156 3.53121 1.7 -1.1 2.2
C -4.57191 5.37681 3.98056 -2.0 -0.9 0.3
O -4.80503 6.26571 2.93324 0.4 1.2 -0.5
O -3.96776 3.10162 3.48730 -0.3 -0.5 -1.6
H -5.70284 3.94494 2.61648 0.8 0.4 -0.4
H -5.78375 3.54564 4.26463 -0.2 0.3 0.4
H -3.54783 5.36115 4.35355 0.3 -0.2 -0.8
H -5.11940 5.65919 4.87979 -0.3 0.3 0.1
H -5.56587 6.81220 3.14316 0.1 0.0 0.0
H -3.59693 2.89320 4.34791 -0.4 0.3 0.2
```
Positions in Å, forces in eV/Å.

Summary:
Net charge = 0
Electronic energy = -1688.446173 a.u.
F_max = 0.0656 hartree/bohr
Molar mass = 586.3 Da
Frontier orbital gap = 2.407 eV

Results of the Löwdin charge analysis, in e, for atoms 1 through 8:
1 Sr 1.102
2 C -0.038
3 C -0.428
4 C -0.154
5 C -0.173
6 C -0.144
7 C -0.489
8 N -0.153

***

> Which of these has the lowest F_max?

C24H54N2O8Sr

***

> Which of these has the highest electronic energy?

C24H54N2O8Sr

***

> Which formula does entry 1 have?

C24H54N2O6S3

***

> Which value of molar mass does entry 1 give?

562.9 Da